Entry 1:
The following is a DFT calculation (ωB97M-V/def2-TZVPD) of a 16-piece molecular cluster, C18H71N15O16 overall.

Structure (XYZ):
```
120
Properties=species:S:1:pos:R:3:forces:R:3
C 3.1731 -2.6369 -1.4134 0.4 -0.8 -1.5
C 2.0027 -2.0524 -0.7235 -0.1 0.9 1.3
C 1.1368 -1.2925 -1.7131 -0.1 -1.1 0.3
O 0.0706 -0.6357 -1.0476 0.2 -0.4 -0.5
C -0.7095 0.0351 -2.0072 -0.7 1.5 0.4
N 1.1783 -3.0516 -0.0536 -0.1 -0.9 -0.4
H 2.7987 -3.2338 -2.2451 0.1 -0.2 -0.3
H 3.8169 -3.3153 -0.8536 -0.1 0.3 0.4
H 3.7718 -1.8387 -1.8522 0.2 0.0 0.1
H 2.4095 -1.4720 0.1046 0.0 1.1 -0.3
H 0.7231 -2.0982 -2.3195 -0.4 -0.2 -0.2
H 1.6511 -0.6822 -2.4556 0.4 0.6 0.5
H -1.7014 0.2567 -1.6133 -0.1 -0.4 0.2
H -0.8488 -0.4308 -2.9827 0.3 -0.4 0.1
H -0.2876 1.0322 -2.1336 0.3 0.1 -0.5
H 0.4425 -2.5930 0.4643 -0.1 0.1 0.1
H 1.7867 -3.4919 0.6218 -0.2 -0.3 0.2
C -8.4700 6.3481 -1.7315 1.4 1.3 0.5
C -8.0695 6.7388 -3.1603 0.3 -1.7 1.3
C -6.9794 5.7548 -3.7117 0.7 1.0 -0.4
O -5.6752 5.8327 -3.0474 -0.5 0.1 -0.1
C -4.5662 5.2893 -3.8091 -1.4 0.8 -0.5
N -9.3144 6.6147 -3.8852 -0.2 0.5 -1.6
H -7.5678 6.4357 -1.1261 0.0 -1.0 0.4
H -9.0186 5.4063 -1.7375 0.6 -0.2 0.2
H -9.1243 7.0666 -1.2378 -0.3 0.3 -0.4
H -7.6515 7.7394 -3.2708 -0.1 0.1 0.3
H -6.8332 6.0958 -4.7366 0.1 -0.2 -0.4
H -7.3528 4.7314 -3.7479 0.0 -0.2 0.2
H -3.5906 5.5570 -3.4033 -0.4 -0.5 1.0
H -4.4732 5.8082 -4.7631 -0.6 -0.1 -0.5
H -4.7610 4.2318 -3.9880 0.5 -0.1 0.1
H -10.0472 6.8863 -3.2453 -0.2 0.0 -0.2
H -9.5053 5.6628 -4.1634 0.1 -0.2 0.0
C 3.9247 -5.2093 6.3296 -0.4 0.2 -2.0
C 5.4507 -5.3198 6.2941 -1.3 -1.5 -0.4
C 6.2072 -4.9317 5.0009 -0.1 1.0 -0.4
O 5.8951 -5.7143 3.8567 -0.9 -0.8 0.2
C 6.7437 -5.5306 2.7352 0.7 0.1 0.8
N 5.8710 -4.6007 7.4515 1.2 0.8 0.4
H 3.6327 -4.1733 6.1578 0.0 0.1 0.1
H 3.3801 -5.5557 7.2079 0.7 -0.1 0.4
H 3.5069 -5.7856 5.5041 -0.1 0.0 -0.2
H 5.6598 -6.3807 6.4319 0.2 -0.5 -0.2
H 7.2765 -4.9384 5.2122 0.4 -0.5 0.2
H 6.0575 -3.8928 4.7068 -0.5 0.4 0.3
H 6.4398 -6.0487 1.8256 -0.7 -0.1 0.4
H 7.7091 -5.9661 2.9929 0.4 0.2 -0.1
H 6.8566 -4.4751 2.4876 0.1 0.2 0.0
H 5.3270 -4.9573 8.2242 0.0 0.2 0.2
H 6.8309 -4.8508 7.6419 0.3 0.2 0.3
O 6.4520 -6.8660 -3.2163 0.1 0.2 0.0
H 6.0716 -7.2759 -2.4395 -0.1 -0.1 0.2
H 6.2309 -7.4600 -3.9337 0.0 -0.1 -0.2
O 1.5200 3.8673 -4.5301 -0.2 -0.2 -0.1
H 2.3209 3.9671 -4.0155 0.2 0.0 0.1
H 1.2764 4.7611 -4.7709 -0.1 0.3 -0.1
O 2.9375 0.2394 4.3157 0.3 0.1 -0.2
H 2.5775 0.6297 5.1121 0.0 0.1 0.2
H 2.2008 -0.2300 3.9243 -0.3 -0.2 -0.1
O -1.0615 2.0940 -6.5268 -0.3 0.0 -0.1
H -0.6725 1.2274 -6.6447 0.1 -0.2 -0.1
H -0.4054 2.5865 -6.0335 0.3 0.2 0.2
O -1.7911 1.2251 1.9793 -0.1 0.4 0.0
H -1.4128 0.5940 1.3671 0.2 -0.2 -0.3
H -2.1355 0.6894 2.6939 0.1 -0.2 0.3
O -0.2138 -5.8416 -2.1147 0.0 -0.2 -0.2
H 0.2448 -5.2354 -1.5330 0.3 0.4 0.3
H -1.1298 -5.7895 -1.8419 -0.2 0.0 0.0
O -5.0290 -2.3524 -0.7333 -0.1 0.2 -0.2
H -4.3998 -3.0619 -0.8639 0.2 -0.2 -0.1
H -5.0757 -2.2450 0.2167 -0.1 0.1 0.2
C 5.6830 1.4557 0.5164 -2.2 -0.2 0.3
O 6.3956 1.4552 -0.3896 4.6 1.2 -6.2
N 5.9459 0.8852 1.6031 1.1 -3.0 6.6
N 4.4346 1.8730 0.4959 -2.7 1.7 -1.6
H 6.8905 0.6722 1.8900 -0.6 -0.2 0.1
H 5.0971 0.7818 2.1407 1.2 -0.6 1.3
H 4.3882 2.4859 -0.3056 -1.4 0.2 0.4
H 3.8685 1.8792 1.3323 -0.1 0.8 -0.6
C 8.7210 -0.4880 -4.3919 0.0 0.2 -2.3
O 9.6639 -0.2081 -5.0839 1.8 0.7 -1.0
N 7.4636 -0.2047 -4.8058 -0.1 -0.2 0.9
N 8.8358 -1.2465 -3.3289 -0.2 -1.7 3.3
H 6.7757 -0.4148 -4.0967 -0.7 0.7 -1.0
H 7.4565 0.3845 -5.6261 -0.8 0.0 0.5
H 8.1021 -1.2748 -2.6354 0.2 -0.1 -0.1
H 9.7403 -1.6010 -3.0527 -0.2 0.4 -0.2
C -1.4638 -2.9549 4.7329 -0.3 -0.6 -0.6
O -0.9809 -2.0225 4.2119 2.1 4.4 -2.7
N -2.3254 -3.7489 4.1627 -3.0 -1.5 -2.9
N -1.2053 -3.3322 5.9035 2.3 -1.6 7.5
H -2.8846 -4.3120 4.7874 -0.4 0.1 -0.6
H -2.7619 -3.1302 3.4942 -0.9 -1.0 -0.5
H -1.7063 -4.0724 6.3738 0.3 0.2 -0.1
H -0.5278 -2.8276 6.4570 -0.1 -0.1 -0.2
C 0.3358 5.4683 1.9911 1.1 0.7 0.0
O 0.7749 6.5588 1.7211 0.3 1.1 -0.3
N -0.0629 4.5747 1.1098 -1.3 -2.0 -2.9
N 0.3119 4.9554 3.2153 -0.1 -0.7 3.3
H 0.0400 4.7363 0.1182 -0.2 0.2 0.4
H -0.4063 3.6664 1.3875 0.1 0.2 -0.1
H -0.1562 4.0830 3.4148 0.3 0.3 0.0
H 0.8106 5.4015 3.9718 -0.3 0.1 -0.3
C -6.4989 2.8709 2.1190 -1.5 1.0 -1.4
O -7.6172 3.2992 1.9278 -0.7 0.4 -0.4
N -5.4529 3.0355 1.3257 1.9 0.7 -2.6
N -6.1824 2.1658 3.1553 0.8 -3.1 5.1
H -4.5208 2.7756 1.6151 -0.3 0.0 -0.3
H -5.6237 3.2326 0.3500 0.2 0.2 0.3
H -5.3663 1.5778 3.2469 -0.1 0.4 -0.4
H -6.8281 2.0368 3.9212 -0.2 0.3 -0.4
C -6.8244 0.0677 -4.5145 1.0 -0.1 -0.4
O -7.1757 0.7727 -5.3862 -1.7 2.4 -3.0
N -6.9651 0.2374 -3.2423 -2.1 1.9 6.0
N -6.0471 -0.9731 -4.6057 3.0 -4.7 -1.8
H -7.6700 0.8413 -2.8440 0.2 -0.1 -0.3
H -6.5651 -0.4615 -2.6327 -0.4 0.7 0.3
H -5.6143 -1.3007 -5.4575 -0.4 0.2 0.2
H -5.9911 -1.5476 -3.7769 0.5 -0.3 -0.9
```
Positions in Å, forces in eV/Å.

Summary:
total energy: -2753.54663 Eh
LUMO energy: -0.8 eV
maximum force: 0.156 Eh/bohr



Entry 2:
The following is a DFT calculation (ωB97M-V/def2-TZVPD) of C5H15LiN6O5 as an isolated structure.

Structure (XYZ):
```
32
Properties=species:S:1:pos:R:3:forces:R:3
Li -0.0042 -0.4141 0.0431 -0.4 -0.2 -0.2
C 1.4234 -2.6276 -2.9332 0.7 0.8 -0.2
C 0.9319 -1.7451 -1.7811 -0.3 -1.1 -0.3
O 1.6587 -0.8470 -1.3209 0.7 0.7 0.0
O -0.2108 -1.9920 -1.3410 -0.9 -0.2 0.5
H 1.2968 -2.0351 -3.8393 -0.2 0.0 -0.2
H 0.9253 -3.5878 -3.0672 -0.1 0.2 0.3
H 2.5058 -2.7293 -2.8545 0.0 -0.3 0.1
C -0.9064 2.3875 -0.7875 0.8 -2.6 0.4
O -0.7340 1.1875 -0.8145 0.1 -0.7 -0.1
N -0.5586 3.2393 -1.6762 1.4 2.6 -5.8
N -1.3118 3.1037 0.2106 -2.0 0.1 5.0
H -1.0046 4.1322 -1.5218 0.7 0.1 -1.2
H -0.3457 2.9087 -2.6065 -0.2 0.3 0.0
H -1.6671 4.0339 0.0416 0.1 -0.5 1.1
H -1.2702 2.5695 1.0668 -0.8 0.8 0.5
C -2.3341 -1.9252 1.3993 2.6 0.7 -2.6
O -1.7551 -0.8682 1.1109 -0.5 0.0 0.3
N -2.1327 -3.0515 0.6922 0.0 -0.9 -0.3
N -3.1546 -2.0407 2.4056 -1.3 0.1 1.6
H -2.5103 -3.9316 1.0130 0.2 0.2 -0.4
H -1.5433 -3.0103 -0.1269 0.3 0.1 -0.1
H -3.4434 -2.9824 2.6288 -0.6 0.8 0.7
H -3.3553 -1.1420 2.8205 -0.4 -0.7 0.7
C 1.9887 1.1260 1.4276 -1.3 -2.1 0.1
O 1.0484 0.3442 1.5110 -0.8 -0.2 -0.1
N 2.6246 1.5628 2.4650 1.9 1.9 4.1
N 2.5820 1.5083 0.3356 0.4 0.7 -3.8
H 2.3378 1.3597 3.4119 0.0 0.1 -0.4
H 3.4580 2.1041 2.2849 -0.2 -0.2 0.7
H 2.2538 1.0612 -0.5085 0.1 0.0 -0.4
H 3.2070 2.3013 0.3107 -0.3 -0.4 -0.2
```
Positions in Å, forces in eV/Å.

Summary:
total energy: -911.98302 Eh
LUMO energy: 0.4 eV
maximum force: 0.126 Eh/bohr



Entry 3:
The following is a DFT calculation (ωB97M-V/def2-TZVPD) of C17H14F4N4O6Os as an isolated structure.

Structure (XYZ):
```
46
Properties=species:S:1:pos:R:3:forces:R:3
Os -0.2041 0.6561 0.1388 0.2 -1.0 0.1
C -3.1913 0.3860 -0.4652 0.1 -0.1 0.1
N -2.0121 -0.4084 0.0088 -0.1 0.4 0.0
C -1.8014 -1.5498 -0.9494 0.0 0.1 0.1
C -2.2648 -0.9095 1.3931 0.0 0.1 0.0
C -0.9807 -1.4520 1.9873 0.1 0.1 0.1
N 0.1482 -0.6573 1.4509 -0.2 0.2 -0.3
C 1.4444 -0.9021 1.8848 0.1 0.0 0.1
C 2.4428 -0.3255 1.0932 0.0 0.0 0.1
F 1.9813 0.3465 -0.0163 0.3 -0.1 -0.1
C 3.7800 -0.4362 1.3598 0.0 0.0 0.1
F 4.6697 0.1139 0.5643 0.0 0.0 0.0
C 4.1632 -1.1581 2.4859 0.0 0.0 0.0
C 3.2056 -1.7426 3.2958 -0.1 0.0 -0.1
F 3.5656 -2.4184 4.3629 0.0 0.0 0.0
C 1.8488 -1.6341 3.0091 0.0 0.0 -0.1
F 0.9586 -2.1968 3.8054 0.1 0.0 0.0
H -4.0615 -0.2706 -0.4647 0.0 0.0 0.0
H -2.9940 0.7472 -1.4712 0.0 0.0 0.0
H -3.3549 1.2231 0.2089 0.0 0.0 0.0
H -2.7239 -2.1329 -0.9709 0.0 0.0 0.0
H -0.9744 -2.1774 -0.6241 0.0 0.0 0.0
H -1.6003 -1.1542 -1.9431 0.0 0.0 0.0
H -3.0551 -1.6627 1.3830 0.0 0.0 0.0
H -2.6141 -0.0552 1.9736 0.0 0.0 0.0
H -0.7863 -2.5038 1.7655 0.0 0.0 -0.1
H -1.0086 -1.3538 3.0730 0.0 0.0 0.0
H 5.2145 -1.2676 2.7244 0.0 0.0 0.0
O 0.6835 2.3846 0.6443 -0.2 0.3 0.2
C -0.0792 3.0906 -0.1253 -0.2 -0.6 -0.2
O -0.8625 2.3065 -0.8097 -0.1 0.6 0.0
C -0.0891 4.5245 -0.1665 0.1 0.1 0.1
C -1.1476 5.1973 -0.7829 0.1 0.0 -0.1
C -1.1311 6.5732 -0.7577 0.0 -0.1 0.0
C -0.1122 7.3017 -0.1693 0.1 0.0 0.0
C 0.9174 6.5934 0.4278 -0.1 -0.1 0.0
C 0.9541 5.2192 0.4566 -0.1 0.1 0.0
N 2.0235 7.3362 1.0701 0.2 0.2 0.1
O 1.9971 8.5377 0.9837 -0.1 0.0 0.0
O 2.8682 6.6738 1.6320 0.0 -0.1 0.0
N -2.2584 7.2964 -1.3853 -0.3 0.2 0.1
O -2.1510 8.4925 -1.4847 0.1 0.0 0.0
O -3.2102 6.6278 -1.7239 0.1 -0.1 -0.1
H -1.9615 4.6810 -1.2724 0.0 0.0 0.0
H -0.1169 8.3843 -0.1767 0.0 0.0 0.0
H 1.7786 4.7190 0.9450 0.0 0.0 0.0
```
Positions in Å, forces in eV/Å.

Summary:
charge: +2
total energy: -1815.91613 Eh
LUMO energy (alpha / beta): -9.7 / -9.9 eV
maximum force: 0.020 Eh/bohr
energy above the lowest of the compared OMol25 structures with the same formula, charge and spin: 0.0 kcal/mol



Entry 4:
The following is a DFT calculation (ωB97M-V/def2-TZVPD) of C4H7N3S as an isolated structure.

Structure (XYZ):
```
15
Properties=species:S:1:pos:R:3:forces:R:3
C -0.8615 0.3234 -0.1321 -2.3 -4.4 2.5
C -0.6719 1.6159 -0.6282 0.4 6.7 -3.9
C 1.4604 0.2012 -0.2904 -1.5 -1.0 -0.2
C 2.6406 -0.3124 -0.1177 4.9 -1.1 -1.2
H -2.2324 -1.4813 2.2072 0.9 -0.4 -5.5
H -2.5571 -2.0300 0.2130 1.9 1.3 3.4
H -1.1686 2.1308 -1.7000 1.1 -2.5 2.9
H -1.0247 2.3941 0.0803 0.4 -0.7 -0.1
H 2.9895 -1.2951 0.2763 -1.2 0.7 -0.3
H 3.5374 0.1613 -0.7074 -1.8 -0.3 1.7
H 0.1798 -1.4003 0.4004 -0.2 2.4 -1.3
N -1.8247 -1.5406 0.9576 -2.5 0.7 1.1
N -1.9370 -0.1156 0.4452 -0.8 0.0 0.0
N 0.2250 -0.4447 -0.1253 2.8 -2.5 1.1
S 1.2451 1.7932 -0.8788 -2.2 1.0 -0.2
```
Positions in Å, forces in eV/Å.

Summary:
total energy: -718.90745 Eh
LUMO energy: 0.7 eV
maximum force: 0.150 Eh/bohr
energy above the lowest of the compared OMol25 structures with the same formula, charge and spin: 122.5 kcal/mol